{
  "formula": "C5H22F3O10P",
  "method": "ωB97M-V with the def2-TZVPD basis set",
  "elements": ["C", "O", "C", "C", "O", "C", "C", "F", "F", "F", "P", "O", "O", "H", "H", "H", "H", "H", "H", "H", "H", "H", "H", "O", "H", "H", "O", "H", "H", "O", "H", "H", "O", "H", "H", "O", "H", "H", "O", "H", "H"],
  "positions_angstrom": [[-2.888435, 0.375886, -1.121822], [-2.535239, 0.970416, 0.135506], [-1.766244, 0.082465, 0.954497], [-0.309510, -0.251786, 0.388216], [0.657617, 0.139201, 1.407472], [1.861072, 0.624181, 0.797690], [3.183505, 0.282196, 1.660668], [4.315119, 0.516855, 0.811327], [3.209787, -1.018992, 2.125864], [3.212591, 1.164186, 2.748276], [-0.085287, -2.150270, 0.236898], [-0.958796, -2.662517, -1.139970], [-0.688591, -2.892229, 1.682209], [-3.709616, -0.419808, -1.034148], [-3.360724, 1.210919, -1.744090], [-1.999425, 0.009763, -1.731952], [-1.607288, 0.624068, 1.947189], [-2.285004, -0.892495, 1.212184], [-0.086458, 0.222223, -0.622884], [2.034984, 0.250121, -0.255922], [1.784572, 1.765097, 0.790154], [-1.850784, -2.245321, -1.053164], [-0.017000, -3.492582, 2.053246], [-0.355998, 2.927670, 1.174662], [-1.263236, 3.243105, 1.261658], [-0.147599, 2.572313, 2.047097], [0.661498, -0.907319, -3.117322], [1.198547, -0.956445, -3.916441], [0.094773, -1.687392, -3.165770], [-3.569259, -3.867256, 0.661379], [-3.682484, -4.823869, 0.682075], [-2.667893, -3.730256, 0.985821], [3.846019, 2.750780, -1.440083], [3.402997, 3.522999, -1.068785], [4.301018, 2.360591, -0.683226], [4.343751, 3.331968, -4.611396], [4.948438, 4.081313, -4.587827], [4.080619, 3.214209, -3.689674], [-3.985677, -1.107408, 3.194830], [-3.191499, -1.469263, 3.604999], [-4.124862, -1.667317, 2.420560]],
  "forces_ev_per_angstrom": [[-0.9, 0.7, -1.1], [0.4, -1.5, -0.4], [0.8, 0.6, 0.8], [-1.8, -0.3, 0.8], [0.5, -0.4, -1.5], [1.1, 0.8, 0.2], [-1.2, 0.3, -0.6], [-2.1, -0.5, 2.2], [0.4, 2.5, -0.8], [0.7, -1.8, -1.8], [3.0, -1.3, -0.6], [-1.0, 1.6, 2.5], [-0.8, 1.1, -1.3], [1.3, 0.8, 0.1], [0.7, -1.1, 0.9], [-0.9, 0.3, 0.9], [-0.3, -0.8, -1.4], [0.1, 1.1, -0.5], [-0.4, -0.6, 1.3], [-0.3, 0.2, 1.2], [0.4, -1.5, -0.2], [0.4, -0.6, -0.6], [-0.2, 0.5, -0.6], [0.0, 0.1, 0.2], [0.0, -0.1, -0.2], [0.0, 0.0, -0.1], [-0.1, -0.1, -0.1], [0.0, 0.1, 0.1], [0.1, 0.0, 0.2], [0.2, 0.1, 0.1], [-0.1, 0.1, 0.0], [0.0, 0.0, 0.1], [-0.1, 0.2, 0.2], [0.0, 0.0, -0.1], [0.0, -0.1, -0.2], [0.0, 0.2, 0.1], [0.0, -0.1, 0.0], [0.1, -0.2, 0.0], [0.1, -0.1, -0.1], [-0.1, 0.0, 0.0], [-0.1, 0.0, 0.1]],
  "nbo_charge": [-0.29, -0.53, -0.09, -0.25, -0.55, -0.16, 0.97, -0.35, -0.31, -0.33, 1.22, -0.96, -1.02, 0.18, 0.21, 0.18, 0.22, 0.17, 0.25, 0.23, 0.22, 0.48, 0.52, -0.95, 0.48, 0.47, -0.95, 0.48, 0.48, -0.96, 0.48, 0.48, -0.95, 0.47, 0.48, -0.95, 0.46, 0.48, -0.94, 0.47, 0.48],
  "homo_energy_ev": -8.768,
  "max_force_ev_per_a": 3.3,
  "smiles": "COC[C@@H](OCC(F)(F)F)P(O)O.O.O.O.O.O.O",
  "lumo_energy_ev": 0.21,
  "relative_energy_kj_mol": 0.00,
  "homo_lumo_gap_ev": 8.975
}



{
  "formula": "C3H4N2S3",
  "method": "ωB97M-V with the def2-TZVPD basis set",
  "elements": ["H", "N", "C", "C", "S", "C", "S", "N", "S", "H", "H", "H"],
  "positions_angstrom": [[-3.201773, 1.569612, 0.588601], [-2.673802, 0.624768, 0.161217], [-1.371857, 0.719328, -0.139248], [-0.582097, 2.028387, 0.010122], [1.166356, 1.673600, -0.065814], [0.866655, -0.114573, -0.060827], [2.172524, -1.067197, 0.121639], [-0.475593, -0.473190, -0.155718], [-1.110200, -1.984745, -0.049935], [-0.843910, 2.735683, -0.773846], [-0.740715, 2.373304, 1.148777], [-2.302934, -1.485026, 0.043452]],
  "forces_ev_per_angstrom": [[2.4, -2.9, -2.1], [2.4, 1.7, 0.2], [-2.7, -0.2, 2.9], [-0.4, -0.2, 2.3], [-0.3, -1.7, -0.4], [0.1, 0.5, 0.1], [-0.5, -0.5, -0.1], [0.1, 5.4, -0.6], [0.8, -2.5, 0.0], [-0.3, 0.2, 0.4], [-0.2, -0.3, -2.8], [-1.5, 0.4, 0.2]],
  "nbo_charge": [0.39, -0.71, 0.45, -0.65, 0.33, -0.10, -0.04, -0.61, 0.27, 0.26, 0.26, 0.15],
  "homo_energy_ev": -8.710,
  "max_force_ev_per_a": 5.4,
  "smiles": "[H]/N=C1\\CSC(=S)N1S",
  "lumo_energy_ev": -0.16,
  "relative_energy_kj_mol": 146.09,
  "homo_lumo_gap_ev": 8.547
}



{
  "formula": "C4H5NO",
  "method": "ωB97M-V with the def2-TZVPD basis set",
  "elements": ["O", "C", "C", "C", "N", "C", "H", "H", "H", "H", "H"],
  "positions_angstrom": [[-0.000378, -0.980435, 1.809713], [0.225857, -0.197002, 0.726769], [0.945240, -0.448746, -0.582194], [-0.223893, 0.459088, -0.973516], [-1.162206, -0.050472, 0.025919], [-0.360318, 1.098323, 0.375983], [1.944234, -0.022905, -0.692949], [0.899248, -1.488908, -0.922661], [-0.581794, 0.825029, -1.919675], [-0.886146, -1.115116, 1.348327], [-0.688159, 2.013905, 0.831705]],
  "forces_ev_per_angstrom": [[-0.7, -0.1, -0.2], [-0.5, 0.0, -0.6], [0.2, 0.0, -0.2], [0.3, 0.6, -0.8], [0.4, 0.0, -0.4], [0.1, 0.6, -0.2], [0.0, -0.1, 0.1], [-0.1, 0.2, -0.1], [0.1, 0.2, -0.1], [0.3, -1.4, 2.4], [0.0, 0.1, 0.0]],
  "nbo_charge": [-0.69, 0.37, -0.42, -0.08, -0.42, -0.16, 0.21, 0.21, 0.22, 0.51, 0.24],
  "homo_energy_ev": -9.917,
  "max_force_ev_per_a": 2.8,
  "lumo_energy_ev": 1.12,
  "relative_energy_kj_mol": 428.46,
  "homo_lumo_gap_ev": 11.038
}



{
  "formula": "C21H18N5OPt",
  "method": "ωB97M-V with the def2-TZVPD basis set",
  "elements": ["Pt", "C", "C", "C", "C", "C", "N", "C", "C", "C", "C", "C", "C", "C", "N", "C", "C", "C", "N", "C", "C", "N", "C", "C", "C", "N", "H", "H", "H", "H", "H", "H", "H", "H", "H", "H", "H", "H", "H", "H", "H", "H", "H", "H", "O", "C"],
  "positions_angstrom": [[0.021067, 1.151171, 0.404414], [-4.115946, -2.822352, 4.831679], [-3.049830, -2.008259, 4.148716], [-1.740324, -1.974578, 4.625128], [-0.755422, -1.276263, 3.961189], [-1.023057, -0.544772, 2.794618], [0.006236, 0.122149, 2.151527], [1.072729, 0.681034, 2.911926], [0.846778, 1.420289, 4.074793], [1.887281, 1.996075, 4.778798], [3.206216, 1.883648, 4.339041], [4.340726, 2.545778, 5.073477], [3.435120, 1.192759, 3.159413], [2.391865, 0.596589, 2.464980], [2.691451, -0.093467, 1.262949], [3.787802, -0.802555, 0.942298], [3.670952, -1.185977, -0.373625], [2.443461, -0.664590, -0.786501], [1.855591, -0.013354, 0.208137], [-2.337620, -0.580366, 2.322242], [-3.319335, -1.309246, 2.986902], [-2.750763, 0.148787, 1.158683], [-3.985848, 0.558284, 0.851769], [-3.985850, 1.012603, -0.453945], [-2.681130, 0.845833, -0.877397], [-1.919052, 0.303389, 0.090350], [-3.852436, -3.022086, 5.868742], [-4.250835, -3.785577, 4.336619], [-5.077277, -2.309570, 4.817311], [-1.483185, -2.532189, 5.516992], [0.261374, -1.306430, 4.327139], [-0.172304, 1.534342, 4.421103], [1.673604, 2.556904, 5.679601], [4.086380, 2.714372, 6.118335], [4.575835, 3.514412, 4.629669], [5.244736, 1.939301, 5.036847], [4.439533, 1.128813, 2.759216], [4.546207, -0.998076, 1.680024], [4.361997, -1.779546, -0.942845], [1.949870, -0.748722, -1.740098], [-4.317000, -1.353494, 2.569459], [-4.781968, 0.495525, 1.571917], [-4.818187, 1.408963, -1.005801], [-2.237314, 1.074145, -1.832285], [-0.062637, 3.366331, -1.650728], [0.017463, 2.522347, -0.903819]],
  "forces_ev_per_angstrom": [[-0.3, -2.0, 1.1], [0.0, 0.0, 0.0], [-0.1, 0.0, 0.0], [0.0, 0.0, 0.0], [-0.1, -0.2, 0.0], [0.1, 0.0, -0.2], [0.5, 0.7, -0.4], [-0.4, -0.1, -0.4], [0.0, 0.1, 0.1], [0.0, -0.1, 0.0], [0.1, 0.1, 0.0], [-0.1, 0.0, 0.0], [0.0, 0.0, 0.0], [0.2, -0.1, 0.2], [-0.2, 0.1, 0.0], [0.0, 0.0, 0.1], [-0.1, -0.1, 0.1], [-0.2, -0.1, -0.3], [0.5, 1.1, 0.3], [-0.2, 0.1, 0.1], [0.0, -0.1, 0.0], [0.4, -0.1, 0.2], [0.0, -0.1, 0.1], [0.1, 0.0, -0.1], [-0.1, 0.0, -0.2], [-0.2, 1.0, 0.2], [0.0, 0.0, 0.0], [0.0, 0.0, 0.0], [0.0, 0.0, 0.0], [0.0, 0.0, 0.0], [0.0, 0.0, 0.0], [0.0, 0.0, 0.0], [0.0, 0.0, 0.0], [0.0, 0.0, 0.0], [0.0, 0.0, 0.0], [0.0, 0.0, 0.0], [0.0, 0.0, 0.0], [0.0, 0.0, 0.0], [0.0, 0.0, 0.0], [0.0, 0.1, 0.0], [0.0, 0.0, 0.0], [0.0, 0.0, 0.0], [0.0, 0.0, 0.0], [0.0, 0.0, 0.0], [0.1, 0.1, 0.3], [0.1, -0.3, -0.8]],
  "nbo_charge": [0.92, -0.63, -0.01, -0.18, -0.22, 0.13, -0.65, 0.09, -0.20, -0.19, 0.00, -0.63, -0.22, 0.16, -0.17, 0.01, -0.32, 0.01, -0.33, 0.14, -0.22, -0.15, 0.04, -0.32, 0.00, -0.35, 0.23, 0.23, 0.22, 0.22, 0.23, 0.23, 0.23, 0.23, 0.23, 0.23, 0.22, 0.24, 0.26, 0.23, 0.22, 0.25, 0.26, 0.23, -0.39, 0.51],
  "homo_energy_ev": [-10.285, -10.285],
  "max_force_ev_per_a": 2.3,
  "lumo_energy_ev": [-4.58, -4.58],
  "charge": 1,
  "homo_lumo_gap_ev": [5.706, 5.706]
}



{
  "formula": "C4H12NO3",
  "method": "ωB97M-V with the def2-TZVPD basis set",
  "elements": ["C", "C", "C", "C", "N", "O", "O", "O", "H", "H", "H", "H", "H", "H", "H", "H", "H", "H", "H", "H"],
  "positions_angstrom": [[1.570176, 0.138034, -0.572849], [-1.458419, 1.762447, 0.466370], [0.527699, -0.536953, 0.300500], [-0.918011, -0.215097, -0.103498], [0.615464, -2.048855, 0.114703], [0.757259, -0.403554, 1.660065], [-1.028894, -0.286115, -1.474991], [-1.750140, -1.070869, 0.594298], [2.558254, -0.253121, -0.342697], [1.345554, -0.011499, -1.624613], [1.575447, 1.206589, -0.380354], [-0.783410, 2.381394, -0.095926], [-1.317215, 1.760914, 1.530833], [-2.483858, 1.818681, 0.151231], [1.479833, -2.410996, 0.533599], [0.542055, -2.297093, -0.878574], [-0.200506, -2.419717, 0.633204], [0.854030, 0.518655, 1.921338], [-1.892182, 0.019363, -1.789107], [-2.683062, -0.855153, 0.464919]],
  "forces_ev_per_angstrom": [[-0.2, -0.2, 0.0], [1.5, -3.9, -1.0], [0.0, 0.4, -0.4], [-1.6, 4.1, 1.0], [-0.1, 0.0, 0.4], [-0.1, -0.4, 0.1], [0.1, -0.3, -0.1], [0.1, -0.3, -0.1], [0.1, 0.0, 0.1], [0.0, 0.0, -0.1], [-0.1, 0.1, 0.1], [0.1, 0.3, -0.1], [-0.1, 0.1, 0.3], [-0.3, 0.0, -0.1], [-0.2, 0.1, -0.2], [0.0, 0.0, 0.3], [0.2, -0.1, -0.3], [0.0, 0.1, -0.1], [0.2, 0.0, 0.2], [0.2, 0.0, 0.1]],
  "nbo_charge": [-0.66, -0.60, 0.36, 0.52, -0.71, -0.70, -0.74, -0.74, 0.24, 0.25, 0.25, 0.21, 0.21, 0.21, 0.45, 0.45, 0.47, 0.51, 0.51, 0.51],
  "homo_energy_ev": -13.324,
  "max_force_ev_per_a": 4.5,
  "lumo_energy_ev": -3.12,
  "relative_energy_kj_mol": 220.86,
  "charge": 1,
  "homo_lumo_gap_ev": 10.206
}



{
  "formula": "C2H6ClNO",
  "method": "ωB97M-V with the def2-TZVPD basis set",
  "elements": ["C", "C", "N", "O", "Cl", "H", "H", "H", "H", "H", "H"],
  "positions_angstrom": [[0.294555, 0.918204, 0.405879], [-0.572358, -1.736710, -1.794624], [-0.480579, 0.274282, -0.700320], [-0.228081, -1.045209, -0.788603], [-1.530632, 3.559089, 1.885778], [1.087544, 0.224585, 0.720118], [0.742909, 1.881947, 0.134913], [-0.267953, 1.138230, 1.320122], [-0.147022, -2.717415, -1.605386], [-1.298677, 2.837246, 0.739247], [-1.054307, -1.442091, -2.739732]],
  "forces_ev_per_angstrom": [[0.1, -1.8, 0.1], [0.1, -2.0, -0.9], [-0.2, 1.1, -0.1], [0.8, 2.6, 1.6], [0.3, -1.1, -1.9], [0.1, 0.3, -0.1], [-0.1, -0.4, -0.6], [-0.4, -0.4, -0.2], [-0.5, -0.2, -0.7], [-0.5, 1.3, 1.9], [0.2, 0.4, 0.9]],
  "nbo_charge": [-0.50, -0.02, -0.21, -0.23, -0.30, 0.20, 0.21, 0.20, 0.17, 0.30, 0.19],
  "homo_energy_ev": [-8.799, -7.981],
  "max_force_ev_per_a": 3.1,
  "lumo_energy_ev": [0.43, 0.17],
  "relative_energy_kj_mol": 496.73,
  "homo_lumo_gap_ev": [9.224, 8.146]
}



{
  "formula": "C5H9NO",
  "method": "ωB97M-V with the def2-TZVPD basis set",
  "elements": ["H", "N", "C", "C", "C", "C", "C", "O", "H", "H", "H", "H", "H", "H", "H", "H"],
  "positions_angstrom": [[-1.773844, -2.595697, -0.431785], [-1.931513, -1.804967, 0.197499], [-1.151492, -0.859460, -0.114400], [-1.165289, 0.471942, 0.583916], [0.240105, 0.954199, 0.960289], [1.251275, 0.731719, -0.172878], [1.045940, -0.541988, -0.998989], [-0.315829, -0.930154, -1.196576], [-1.622407, 1.188037, -0.112688], [-1.811007, 0.385711, 1.460446], [0.564864, 0.450761, 1.877524], [0.201565, 2.026810, 1.187857], [1.219239, 1.594702, -0.842967], [2.261166, 0.687928, 0.251284], [1.580942, -1.395705, -0.563198], [1.441081, -0.386244, -2.006371]],
  "forces_ev_per_angstrom": [[0.0, 0.1, 0.1], [0.3, 0.2, -0.2], [-0.2, 0.0, 0.1], [0.0, 0.0, 0.0], [0.0, -0.1, 0.1], [0.0, 0.1, 0.0], [0.2, 0.1, 0.1], [-0.1, -0.1, 0.0], [0.0, -0.1, 0.1], [0.1, 0.1, -0.1], [0.0, 0.0, -0.2], [0.0, -0.2, 0.1], [0.0, -0.1, 0.0], [-0.1, 0.1, -0.2], [-0.1, 0.1, 0.1], [0.0, -0.1, 0.2]],
  "nbo_charge": [0.34, -0.67, 0.57, -0.49, -0.39, -0.44, -0.06, -0.53, 0.22, 0.24, 0.20, 0.21, 0.20, 0.22, 0.17, 0.20],
  "homo_energy_ev": -9.960,
  "max_force_ev_per_a": 0.4,
  "smiles": "[H]/N=C1/CCCCO1",
  "lumo_energy_ev": 0.90,
  "relative_energy_kj_mol": 95.51,
  "homo_lumo_gap_ev": 10.855
}